i | ORCA calculation (ωB97M-V/def2-TZVPD) on a 3-piece molecular cluster, C2H9NO overall.

HOMO, eV: -10.05
Kohn-Sham gap, eV: 11.18

Structure (ORCA input):
```
! wB97M-V def2-TZVPD RIJCOSX def2/J DEFGRID3
* xyz 0 1
N 1.43998 -2.38780 3.71424
H 1.44927 -1.43524 3.36705
H -1.97020 -1.59073 4.38836
H 0.60371 -2.77935 3.28677
H 1.31039 -2.48334 4.71307
C -0.80672 2.13450 -3.32362
O 0.31192 2.43675 -2.44782
C 0.40393 1.31339 -3.33988
H -1.68230 1.63736 -2.91874
H -0.97889 2.97979 -4.02524
H 0.72287 0.45374 -2.81181
H 0.94238 1.44379 -4.28592
H -1.74633 -1.72286 3.68356
*
```


ii | ORCA calculation (ωB97M-V/def2-TZVPD) on a 2-piece molecular cluster, C2H9NO overall.

HOMO, eV: -9.63
Kohn-Sham gap, eV: 10.60

Structure (ORCA input):
```
! wB97M-V def2-TZVPD RIJCOSX def2/J DEFGRID3
* xyz 0 1
C -0.08651 -0.04600 1.92748
N 1.61964 0.38514 -1.91155
H 0.97279 0.27683 2.06916
H -0.64454 0.56821 2.56395
H -0.25320 -1.08961 2.33169
H 1.37612 -0.09724 -0.99440
H 2.59536 0.10332 -1.94642
H 1.13440 -0.22047 -2.57719
C -1.34994 0.10986 -0.33587
O -0.23045 -0.21928 0.49596
H -0.95171 0.56318 -1.25659
H -1.92221 -0.85345 -0.54646
H -2.25975 0.51951 0.18023
*
```


iii | ORCA calculation (ωB97M-V/def2-TZVPD) on a 2-piece molecular cluster, C2H9NO overall.

HOMO, eV: -9.77
Kohn-Sham gap, eV: 10.63

Structure (ORCA input):
```
! wB97M-V def2-TZVPD RIJCOSX def2/J DEFGRID3
* xyz 0 1
C 1.02690 -3.04816 -1.98026
H 0.60716 -2.27184 -1.34901
H 2.07862 -3.20648 -1.74330
H 0.91493 -2.76664 -3.01911
H 0.52818 -3.98668 -1.73965
N 0.29011 2.56129 0.87110
C -0.55750 1.55836 1.47777
O -1.89245 1.78728 1.00601
H 0.10077 2.68935 -0.10348
H 0.18743 3.39369 1.43191
H -0.16970 0.56922 1.20160
H -0.61670 1.58301 2.56889
H -2.49775 1.13759 1.37753
*
```


iv | ORCA calculation (ωB97M-V/def2-TZVPD) on a 2-piece molecular cluster, C2H9NO overall.

HOMO, eV: -9.16
Kohn-Sham gap, eV: 9.78

Structure (ORCA input):
```
! wB97M-V def2-TZVPD RIJCOSX def2/J DEFGRID3
* xyz 0 1
N -1.76078 -0.20350 0.23965
C -0.78050 2.11279 0.23748
C -0.53686 0.57338 0.20056
H -1.64762 -1.02035 0.85008
H -2.02808 -0.57068 -0.68035
H -0.87502 2.46161 1.27959
H -1.73000 2.31143 -0.28750
H 0.02096 2.68877 -0.25498
H -0.15555 0.20514 -0.77126
H 0.20366 0.30195 0.97735
O 3.40141 -3.03933 -0.35061
H 2.64968 -3.62182 -0.60330
H 3.23866 -2.19941 -0.83672
*
```


Energetically preferred structure: iii | next structure: +7.4 kJ/mol


i | ORCA calculation (ωB97M-V/def2-TZVPD) on a 2-piece molecular cluster, C2H9NO overall.

HOMO, eV: -9.00
Kohn-Sham gap, eV: 9.90

Structure (ORCA input):
```
! wB97M-V def2-TZVPD RIJCOSX def2/J DEFGRID3
* xyz 0 1
C -0.44470 -0.76102 -1.91386
C 0.84909 -0.51959 1.82652
H -0.75501 0.61242 -0.45322
H -0.62792 1.22208 -2.03253
H -0.68157 -0.93920 -3.06237
H 0.62314 -0.95429 -1.79503
H -0.96269 -1.61501 -1.37143
H -0.11837 1.30636 1.98860
H 1.46278 -0.96556 0.99580
H 1.57736 -0.61161 2.77179
H -0.16344 -1.07544 1.97585
N -1.01282 0.47511 -1.44610
O 0.53864 0.92226 1.45366
*
```


ii | ORCA calculation (ωB97M-V/def2-TZVPD) on a 2-piece molecular cluster, C2H9NO overall.

HOMO, eV: -9.36
Kohn-Sham gap, eV: 10.23

Structure (ORCA input):
```
! wB97M-V def2-TZVPD RIJCOSX def2/J DEFGRID3
* xyz 0 1
C 1.21532 -3.69503 -2.10775
H 0.29616 -4.05978 -2.46989
H 1.66058 -4.72039 -1.78268
H 1.07100 -2.97767 -1.28694
H 1.86746 -3.35744 -2.91173
N 0.32935 2.40596 0.77364
C -0.80421 2.51891 1.83041
O -1.81431 1.71913 1.35415
H 0.69551 1.51643 0.67950
H -0.09885 2.75333 -0.06220
H -0.55736 2.16047 2.87094
H -1.18965 3.53244 1.79048
H -2.67100 2.20364 1.32208
*
```


iii | ORCA calculation (ωB97M-V/def2-TZVPD) on a 2-piece molecular cluster, C2H9NO overall.

HOMO, eV: -8.68
Kohn-Sham gap, eV: 9.52

Structure (ORCA input):
```
! wB97M-V def2-TZVPD RIJCOSX def2/J DEFGRID3
* xyz 0 1
C 0.32452 0.07743 -0.58530
N -0.70181 -0.57858 -1.35631
C -1.70226 -1.23945 -0.52719
H 1.22848 -0.53117 -0.57626
H 0.01736 0.24091 0.49205
H 0.67634 0.93510 -1.23505
H -1.08287 0.11899 -1.97771
H -2.15090 -0.48093 0.13638
H -2.41815 -1.74553 -1.17317
H -1.19181 -1.91164 0.17396
H 1.93780 2.16664 2.68929
H 2.54466 1.50628 1.49089
O 2.51864 1.44194 2.44843
*
```


Energetically preferred structure: iii | next structure: +24.6 kJ/mol


i | ORCA calculation (ωB97M-V/def2-TZVPD) on one molecule with the formula C2H4N6O2.

HOMO, eV: -10.65
Kohn-Sham gap, eV: 10.39

Structure (ORCA input):
```
! wB97M-V def2-TZVPD RIJCOSX def2/J DEFGRID3
* xyz 0 1
C 0.26514 0.86885 0.66919
C 0.63442 0.69371 -0.71144
N -0.47356 0.04788 1.59425
N -0.41044 0.76285 2.73269
N 0.06280 1.91105 2.50652
N 0.48697 2.08866 1.24999
N -0.91710 -1.33044 1.60487
N -2.14014 -1.62782 0.93635
O -2.56670 -0.81376 0.17278
O -2.41547 -2.78663 1.00106
H -0.05352 0.67325 -1.51471
H 1.28787 1.54531 -1.12494
H 1.29126 -0.15274 -0.86542
H -0.61313 -2.02364 2.29086
*
```


ii | ORCA calculation (ωB97M-V/def2-TZVPD) on C2H4N6O2 as an isolated structure.

HOMO, eV: -9.24
Kohn-Sham gap, eV: 8.63

Structure (ORCA input):
```
! wB97M-V def2-TZVPD RIJCOSX def2/J DEFGRID3
* xyz 0 1
C -0.48669 -0.14009 1.16035
C 0.31896 0.28925 0.11102
N -1.62067 -0.84436 0.80740
N -1.66807 -1.07822 -0.46581
N -0.61429 -0.76010 -1.07451
N -0.37608 0.22573 2.44605
N -0.34479 -0.61022 -2.40082
N 1.54279 0.80532 -0.29266
O 2.19804 1.41660 0.53213
O 1.91193 0.60785 -1.41494
H 0.30900 0.87649 2.80826
H -0.55459 -0.30152 3.27010
H -1.18433 -0.17332 -2.88608
H 0.56879 -0.31341 -2.60049
*
```


iii | ORCA calculation (ωB97M-V/def2-TZVPD) on one molecule with the formula C2H4N6O2.

HOMO, eV: -10.19
Kohn-Sham gap, eV: 10.16

Structure (ORCA input):
```
! wB97M-V def2-TZVPD RIJCOSX def2/J DEFGRID3
* xyz 0 1
C 2.40713 0.29370 -0.34462
C 0.50034 -1.01223 0.01574
N 3.19338 1.09891 -0.46075
N 1.72312 -0.81855 -0.10060
N -0.24740 -2.06881 0.12651
N 0.32165 1.41447 0.45682
N -0.47937 0.31576 0.38626
N -1.77957 0.52996 -0.17878
O -2.50791 -0.47237 -0.23646
O -2.01137 1.60151 -0.55559
H 0.02375 -2.98581 -0.28296
H -1.26623 -1.88514 0.52113
H -0.27800 2.07999 1.11456
H 0.40047 1.90862 -0.46127
*
```


Energetically preferred structure: iii | next structure: +77.2 kJ/mol


i | ORCA calculation (ωB97M-V/def2-TZVPD) on a 8-piece molecular cluster, C25H74N7O7 overall.

HOMO, eV: -11.20
Kohn-Sham gap, eV: 9.42

Structure (ORCA input):
```
! wB97M-V def2-TZVPD RIJCOSX def2/J DEFGRID3
* xyz 1 1
N -0.18526 -0.45726 -0.75931
H 0.22407 -0.75145 -1.69626
H 0.34945 -0.90002 -0.08781
H -1.17007 -0.62458 -0.66403
H -0.00746 0.50564 -0.84366
C -0.13599 1.60848 -4.86200
C 1.23228 0.90445 -4.76809
C 2.36310 1.80137 -4.31113
O 2.41486 2.94023 -5.19360
C 3.01285 4.13197 -4.65126
N 1.18633 -0.35185 -3.94896
H -0.96037 0.98309 -4.80626
H -0.01573 2.26736 -5.71340
H -0.30910 2.37923 -4.11980
H 1.39257 0.51270 -5.86025
H 3.34489 1.43474 -4.42284
H 2.17672 2.00521 -3.27278
H 2.83262 5.01724 -5.16072
H 3.95596 3.74753 -4.67262
H 2.84817 4.12088 -3.46525
H 2.20163 -0.71972 -4.07511
H 0.37743 -0.83725 -4.29485
C -2.51301 -3.59101 -1.29755
C -1.33828 -3.96221 -2.04957
C -1.21433 -3.31362 -3.36095
O -2.39368 -3.70901 -4.18209
C -2.33574 -3.49727 -5.57333
N -0.21451 -3.43388 -1.25456
H -2.80292 -2.58122 -1.07759
H -2.55684 -3.93567 -0.24992
H -3.40461 -3.70531 -1.60676
H -1.34957 -4.91282 -2.13320
H -0.24847 -3.68717 -4.13839
H -1.16787 -2.22847 -3.24236
H -1.57721 -4.15701 -6.01472
H -2.15596 -2.64575 -5.53847
H -3.24746 -3.66890 -6.14389
H 0.54199 -4.04693 -1.30854
H -0.50988 -3.52368 -0.33920
C -1.14285 3.07299 -1.31803
C -1.28366 3.32497 0.19847
C -2.35687 4.24111 0.69691
O -2.47887 3.95702 2.07751
C -3.47914 4.82209 2.72895
N -1.58328 2.02319 0.77905
H -0.76860 2.08906 -1.55951
H -0.51432 3.62625 -2.00628
H -2.32483 3.13830 -1.76120
H -0.35294 3.71303 0.57483
H -3.25607 4.34310 0.00062
H -2.02791 5.23775 0.60341
H -3.26735 4.80692 3.71961
H -4.45943 4.77294 2.35899
H -3.18706 5.72960 2.40523
H -2.48325 1.52341 0.70697
H -1.70626 2.27995 1.72121
C 2.14367 2.97115 2.89075
C 1.35918 1.72996 3.41408
C 0.08953 2.25110 4.14197
O 0.44523 2.90519 5.35885
C -0.47236 3.30156 6.31111
N 0.90344 0.98815 2.32829
H 1.73465 3.35457 1.97460
H 3.10229 2.74605 2.35792
H 2.25321 3.81892 3.59133
H 2.08174 1.27337 4.03813
H -0.38081 1.33685 4.36713
H -0.35992 2.95939 3.42128
H -0.91402 2.35984 6.75807
H -1.30231 3.83733 5.50486
H -0.18220 4.11318 6.95761
H -0.01277 1.24381 1.84273
H 0.63055 0.00710 2.62622
C 3.96843 -1.88045 -0.15888
C 3.35813 -0.80216 0.69859
C 4.48380 -0.42675 1.77163
O 5.07246 -1.56732 2.40986
C 5.68954 -1.24228 3.60963
N 2.80621 0.33957 0.12151
H 3.14457 -2.04641 -0.77905
H 4.08502 -2.97058 0.20889
H 4.86026 -1.48897 -0.72805
H 2.52608 -1.21021 1.21996
H 4.27330 0.27363 2.69917
H 5.29728 0.02221 1.28990
H 6.46259 -0.50141 3.48256
H 6.13047 -2.13773 3.68328
H 4.94796 -1.07420 4.42093
H 3.47190 1.06319 -0.11058
H 2.42441 0.81677 0.80039
C -2.46749 -1.73165 2.09228
C -1.31390 -2.22981 2.87430
C -1.41483 -3.79779 3.11504
O -1.44313 -4.34155 1.88104
C -1.55187 -5.74772 1.82377
N -0.11572 -2.05395 2.14213
H -3.29383 -1.84558 2.63713
H -2.55821 -2.23981 1.19896
H -2.36677 -0.82065 1.76708
H -1.24818 -1.84538 3.95372
H -2.43545 -4.15023 3.54107
H -0.62328 -4.12070 3.82645
H -0.49306 -6.24323 2.17750
H -1.81673 -6.39119 0.94741
H -2.17722 -6.07472 2.64320
H -0.21451 -2.99123 1.49926
H 0.82694 -2.14086 2.74575
C -3.55259 0.09569 -2.71045
O -3.31221 0.27917 -1.36054
H -2.59659 0.43324 -3.15152
H -4.46560 0.55472 -2.91483
H -3.36820 -0.97547 -3.09025
H -4.08696 0.19452 -0.92889
*
```


ii | ORCA calculation (ωB97M-V/def2-TZVPD) on a 8-piece molecular cluster, C25H74N7O7 overall.

HOMO, eV: -10.94
Kohn-Sham gap, eV: 9.06

Structure (ORCA input):
```
! wB97M-V def2-TZVPD RIJCOSX def2/J DEFGRID3
* xyz 1 1
N 0.33656 -0.21984 -0.14565
H 0.90556 -0.62184 0.73335
H -0.43444 -0.89384 0.05535
H 1.05756 -0.18184 -0.92265
H 0.10256 0.68416 -0.08565
C 3.79756 -2.69484 -1.16065
C 4.39456 -2.26584 -2.54665
C 3.21256 -1.88884 -3.41165
O 2.03156 -2.94884 -3.39965
C 2.28856 -3.91984 -4.21665
N 5.23956 -1.11584 -2.41465
H 4.67256 -3.02084 -0.52865
H 2.99556 -3.58684 -1.42865
H 3.19756 -2.19684 -0.59065
H 4.84656 -2.94384 -3.20765
H 3.69256 -1.82984 -4.44465
H 3.08856 -0.97684 -2.95465
H 3.13556 -4.69284 -3.91765
H 2.43556 -3.60384 -5.30965
H 1.42356 -4.57884 -4.28065
H 5.86056 -1.00084 -3.29965
H 5.83256 -1.21184 -1.65265
C -0.12044 2.13416 -3.40265
C -1.38044 2.12416 -2.64565
C -2.65144 2.49516 -3.33565
O -3.76444 2.37916 -2.54465
C -5.05044 2.74616 -3.08465
N -1.57944 0.84316 -2.07465
H 0.44556 1.78116 -2.60965
H -0.02244 3.26316 -3.72265
H -0.21744 1.47216 -4.18865
H -1.27944 3.08016 -1.93165
H -2.80944 1.77716 -4.27765
H -2.52244 3.48416 -3.72065
H -5.78644 2.62516 -2.31065
H -5.20644 2.41816 -3.94165
H -5.01944 3.86716 -3.49065
H -2.02544 0.26116 -2.66365
H -2.44044 0.71916 -1.70565
C 5.09556 0.75416 0.34835
C 3.66956 1.09916 0.56935
C 3.62856 2.55616 1.22135
O 3.77756 2.38716 2.66035
C 3.85056 3.62916 3.36735
N 2.99056 1.06616 -0.71965
H 5.49956 1.25016 -0.43365
H 5.11256 -0.21584 0.37835
H 5.75056 1.17616 1.07335
H 3.19556 0.36616 1.23335
H 2.62856 3.03916 1.07035
H 4.33156 3.24416 0.72435
H 3.92756 3.48016 4.44335
H 3.19656 4.50916 3.17635
H 4.77156 4.03516 3.01335
H 3.59656 0.38016 -1.26265
H 3.22656 1.89616 -1.24065
C -2.61744 -1.92284 2.10735
C -3.24644 -0.47184 2.04735
C -3.61144 0.14416 3.37835
O -4.55444 -0.77884 3.94735
C -5.04544 -0.12584 5.29035
N -2.30044 0.48416 1.49535
H -3.20644 -2.61084 2.76835
H -1.57444 -1.66984 2.46235
H -2.53044 -2.35684 1.03235
H -4.06244 -0.48084 1.17435
H -4.19744 1.10116 3.30035
H -2.72144 0.31016 4.10735
H -5.80444 -0.98784 5.59035
H -5.69544 0.83516 5.15735
H -4.41144 -0.19384 6.29135
H -1.51244 0.90316 2.08035
H -2.64044 1.28216 1.06135
C -1.80544 -3.82884 -4.25565
C -1.63644 -2.71984 -3.25265
C -2.90644 -2.24484 -2.50165
O -3.63144 -1.51184 -3.31465
C -4.89244 -0.91284 -2.72665
N -0.64844 -3.06884 -2.34565
H -0.86344 -3.94184 -4.65065
H -2.66544 -3.41384 -4.93065
H -2.30744 -4.73784 -3.73065
H -1.27344 -1.82684 -3.72865
H -2.62244 -1.53684 -1.48665
H -3.46544 -3.18184 -2.23965
H -5.26744 -0.18784 -3.64565
H -4.83744 -0.46884 -1.68665
H -5.77544 -1.69484 -2.34765
H 0.16456 -3.15384 -2.67165
H -0.92044 -3.97784 -2.28965
C 1.39556 0.56916 4.29935
C 0.26956 1.51816 3.73535
C 0.39056 2.86216 4.38935
O -0.44244 3.73716 3.62735
C -0.22044 5.06416 4.04035
N 0.38956 1.80016 2.29735
H 1.06956 0.54216 5.40535
H 2.36756 0.81616 4.01135
H 1.43556 -0.37084 3.85935
H -0.49844 0.91316 3.91735
H 1.47656 3.11316 4.47135
H -0.04044 2.75516 5.48535
H 0.66956 5.42816 3.72135
H -0.12944 5.32016 5.09435
H -1.14744 5.59516 3.54535
H 1.41156 2.01516 2.09535
H -0.18944 2.61316 2.46435
C 0.69656 -3.91684 2.30735
O 1.09456 -2.52784 2.11435
H 0.15856 -4.13984 3.29035
H 1.63056 -4.44884 2.40335
H 0.21656 -4.17184 1.32535
H 2.15056 -2.55084 1.77035
*
```


Energetically preferred structure: i | next structure: +189.7 kJ/mol